1.
DFT (ωB97M-V/def2-TZVPD) results for a cluster of 2 separate species, C11H17ClSi in total.

Last column: Löwdin charge in e.
Positions of all 30 atoms, in Å:
1 C -4.144 -0.010 -1.258  -0.084
2 C -3.462 -0.956 -0.482  -0.064
3 C -3.829 1.347 -1.044  -0.076
4 C -2.215 -0.619 0.098  -0.115
5 C -2.575 1.670 -0.446  -0.105
6 C -1.666 0.653 -0.015  -0.328
7 C 1.152 0.294 -2.050  -0.110
8 C 2.822 0.612 -0.210  -0.125
9 C 1.305 -1.326 -0.215  -0.128
10 C 0.841 0.102 3.222  0.006
11 C 1.395 0.179 -0.531  -0.716
12 Si 0.086 1.052 0.575  0.465
13 Cl 0.349 3.069 0.504  0.354
14 H -4.866 -0.315 -1.924  0.073
15 H -3.812 -1.984 -0.473  0.101
16 H -4.620 2.082 -1.329  0.113
17 H -1.651 -1.351 0.593  0.075
18 H -2.157 2.752 -0.482  0.089
19 H 0.075 -0.280 -2.308  0.139
20 H 1.182 1.332 -2.324  0.053
21 H 1.885 -0.271 -2.691  0.092
22 H 3.649 -0.181 -0.305  0.109
23 H 2.856 0.909 0.809  0.032
24 H 3.089 1.549 -0.818  0.104
25 H 1.285 -1.552 0.825  0.041
26 H 0.405 -1.898 -0.619  0.099
27 H 2.267 -1.641 -0.591  0.067
28 H 1.733 0.664 3.158  -0.060
29 H 0.252 0.603 3.974  -0.028
30 H 1.005 -0.892 3.296  -0.074

E   -32080.6093 eV
Energy above the lowest of the compared OMol25 structures with the same formula, charge and spin   2.588 eV
HOMO (alpha / beta)   -8.198 / -8.195 eV
HOMO-LUMO gap (alpha / beta)   0.2970 / 0.2969 Eh

2.
DFT (ωB97M-V/def2-TZVPD) results for a cluster of 2 separate species, C6H12N2S in total.

Last column: Löwdin charge in e.
Positions of all 21 atoms, in Å:
1 C 0.951 -1.344 -2.117  -0.614
2 C 1.983 -0.320 -2.526  -0.188
3 S 1.688 -2.998 -1.852  0.668
4 H 0.412 -1.147 -1.198  0.035
5 H 0.171 -1.499 -2.849  0.057
6 H 2.109 -0.321 -3.611  0.069
7 H 2.383 -2.722 -0.747  -0.157
8 H 2.980 -0.528 -2.154  0.054
9 H 1.695 0.714 -2.302  0.066
10 C -2.666 0.765 0.354  -0.045
11 C -0.683 0.874 3.346  -0.203
12 C -1.584 0.823 1.395  -0.363
13 C -0.228 0.832 1.197  -0.087
14 N -1.842 0.808 2.738  0.086
15 N 0.337 0.880 2.436  0.031
16 H -0.492 0.560 4.367  0.116
17 H 1.285 1.037 2.747  0.146
18 H 0.370 1.088 0.340  0.107
19 H -3.538 1.266 0.790  0.074
20 H -2.976 -0.235 0.065  0.073
21 H -2.354 1.468 -0.419  0.072

E   -20231.5827 eV
SMILES   Cc1c[nH]cn1.CCS
Energy above the lowest of the compared OMol25 structures with the same formula, charge and spin   0.583 eV
HOMO   -8.705 eV
HOMO-LUMO gap   0.3445 Eh